{"formula": "H2N2O3S", "method": "the ωB97M-V functional and the def2-TZVPD basis", "symbols": ["N", "N", "O", "O", "O", "S", "H", "H"], "positions_angstrom": [[0.059, 0.131, 0.279], [2.524, -1.000, -0.189], [2.211, -1.660, 0.751], [2.484, -1.269, -1.334], [4.108, 1.417, -0.437], [3.384, 0.619, 0.515], [-0.686, -0.180, 0.893], [-0.315, 0.064, -0.599]], "forces_ev_per_angstrom": [[1.38, 0.50, 2.89], [1.40, 1.12, 0.82], [-0.43, -0.59, 0.92], [-0.21, -0.02, -1.63], [0.50, 0.47, -1.29], [-1.09, -1.13, 1.23], [-0.20, -0.11, 0.32], [-1.34, -0.24, -3.26]], "gap_ev": [8.7, 8.6], "relative_energy_kcal_mol": 97.0, "homo_energy_ev": [-9.874, -10.397]}



{"formula": "C11H22Cl6KO4PV", "method": "the ωB97M-V functional and the def2-TZVPD basis", "symbols": ["C", "C", "C", "C", "C", "P", "C", "C", "O", "Cl", "H", "H", "H", "H", "H", "H", "H", "H", "H", "H", "H", "H", "H", "H", "H", "H", "O", "V", "O", "C", "C", "O", "C", "H", "H", "H", "H", "H", "H", "C", "Cl", "Cl", "Cl", "Cl", "Cl", "K"], "positions_angstrom": [[3.770, -0.222, 2.166], [3.796, 0.983, 1.240], [2.449, 1.603, 0.917], [1.453, 1.808, 2.061], [1.964, 2.450, 3.329], [0.453, 0.173, 2.479], [-0.442, -1.506, 2.821], [-1.852, -1.462, 2.380], [-2.766, -0.980, 2.991], [-2.102, -2.212, 0.770], [4.742, -0.693, 2.155], [3.051, -0.971, 1.858], [3.560, 0.045, 3.191], [4.202, 0.630, 0.301], [4.505, 1.694, 1.626], [1.958, 1.080, 0.107], [2.644, 2.599, 0.533], [0.704, 2.497, 1.672], [1.906, 3.520, 3.182], [3.056, 2.225, 3.572], [1.338, 2.254, 4.188], [1.316, -0.074, 3.575], [-0.720, 0.918, 2.721], [0.710, -0.269, 1.154], [-0.333, -1.783, 3.858], [0.079, -2.250, 2.239], [1.154, -3.399, -1.685], [-0.369, -3.742, -2.305], [-1.819, -4.082, -3.086], [-0.424, 1.973, -4.036], [-1.062, 0.648, -3.654], [-0.575, -0.058, -2.814], [-2.336, 0.251, -4.375], [0.475, 2.126, -3.445], [-0.149, 1.969, -5.087], [-1.117, 2.792, -3.844], [-2.155, 0.159, -5.449], [-3.112, 0.996, -4.197], [-2.676, -0.712, -4.002], [-5.965, -2.921, -1.281], [-4.961, -2.277, -2.591], [-7.574, -2.197, -1.366], [-6.093, -4.669, -1.456], [-5.217, -2.534, 0.268], [4.698, 3.019, 3.958], [-0.164, 0.600, -6.639]], "forces_ev_per_angstrom": [[0.06, 0.06, -0.06], [-0.15, -0.80, -0.14], [0.15, 0.35, 0.53], [0.27, 0.17, -0.17], [-0.28, 0.20, -0.50], [0.48, 0.14, 0.06], [-0.01, -0.49, -0.54], [-0.85, 0.42, 1.53], [0.95, -0.51, -1.12], [0.13, 0.13, -0.18], [0.27, -0.20, 0.08], [-0.23, -0.28, -0.20], [-0.06, 0.15, 0.36], [0.23, 0.04, -0.39], [0.08, 0.45, 0.19], [-0.20, -0.36, -0.24], [0.01, 0.35, -0.21], [-0.32, 0.05, -0.25], [0.03, 0.44, 0.09], [-0.29, -0.31, -0.01], [0.18, -0.29, 0.62], [-0.11, -0.06, -0.07], [0.00, -0.03, 0.08], [-0.15, 0.03, -0.04], [-0.34, 0.26, 0.47], [0.34, -0.16, -0.17], [-1.00, -0.22, -1.05], [-0.40, 0.14, 1.26], [1.40, 0.44, -0.01], [0.08, -0.13, 0.50], [-0.32, 0.07, -0.06], [0.26, -0.25, 0.20], [0.16, -0.13, 0.35], [0.04, -0.01, -0.01], [-0.10, 0.92, 0.65], [-0.03, 0.04, -0.21], [-0.51, 0.07, 0.07], [0.00, 0.06, -0.21], [0.02, -0.05, -0.03], [-0.13, -0.03, 0.13], [0.06, 0.02, -0.07], [0.03, 0.01, -0.01], [0.01, -0.01, -0.02], [-0.30, -0.02, -0.11], [0.17, 0.09, 0.09], [0.39, -0.79, -1.19]], "charge": 1, "gap_ev": 1.7, "homo_energy_ev": -9.258}



{"formula": "C2H4BrO2P", "method": "the ωB97M-V functional and the def2-TZVPD basis", "symbols": ["C", "C", "O", "O", "P", "Br", "H", "H", "H", "H"], "positions_angstrom": [[0.998, -0.062, -0.309], [0.065, 1.048, -0.208], [1.979, -0.133, -0.938], [0.661, -1.114, 0.619], [1.639, -2.406, 0.713], [1.396, -2.679, 2.953], [0.188, 1.837, -0.999], [0.220, 1.526, 0.721], [-1.014, 0.772, -0.022], [0.695, -3.735, 0.149]], "forces_ev_per_angstrom": [[-0.72, -1.46, 1.79], [-2.38, 1.19, -0.68], [1.51, 0.00, -1.44], [-1.02, 1.14, -1.01], [-0.23, -2.56, -0.25], [-0.07, -0.18, -0.59], [-0.12, -1.16, 0.63], [0.78, 0.69, 1.23], [1.10, -0.16, -0.89], [1.15, 2.51, 1.20]], "gap_ev": 9.7, "relative_energy_kcal_mol": 18.4, "homo_energy_ev": -9.276}



{"formula": "C21H38Cl6N2O11", "method": "the ωB97M-V functional and the def2-TZVPD basis", "symbols": ["C", "C", "O", "C", "O", "O", "H", "H", "H", "H", "C", "C", "O", "C", "O", "O", "H", "H", "H", "H", "C", "C", "O", "C", "O", "O", "H", "H", "H", "H", "C", "C", "O", "N", "C", "H", "H", "H", "H", "H", "H", "H", "C", "C", "O", "N", "C", "H", "H", "H", "H", "H", "H", "H", "Cl", "C", "C", "Cl", "H", "H", "H", "H", "Cl", "C", "C", "Cl", "H", "H", "H", "H", "Cl", "C", "C", "Cl", "H", "H", "H", "H"], "positions_angstrom": [[-0.983, -4.154, 1.466], [-1.453, -4.777, 2.769], [-2.477, -3.846, 3.167], [-2.193, -2.658, 2.637], [-2.623, -1.621, 3.036], [-1.328, -2.775, 1.593], [-1.503, -4.549, 0.593], [0.091, -4.283, 1.337], [-0.730, -4.765, 3.587], [-1.810, -5.798, 2.659], [-5.211, -3.053, -0.715], [-3.976, -2.211, -1.087], [-2.904, -2.916, -0.480], [-3.337, -4.067, 0.050], [-2.654, -4.925, 0.507], [-4.683, -4.127, 0.057], [-5.658, -3.411, -1.645], [-5.973, -2.549, -0.126], [-4.152, -1.265, -0.574], [-3.879, -2.180, -2.167], [-2.657, 0.180, -4.265], [-1.642, 1.336, -4.509], [-0.434, 0.758, -4.007], [-0.585, -0.552, -3.768], [0.291, -1.252, -3.369], [-1.827, -0.952, -4.099], [-3.429, 0.092, -5.025], [-3.149, 0.274, -3.290], [-1.988, 2.168, -3.905], [-1.580, 1.616, -5.556], [0.420, -2.205, -0.367], [0.874, -0.865, 0.127], [1.950, -0.756, 0.724], [0.185, 0.259, -0.159], [-1.069, 0.385, -0.886], [-0.100, -2.184, -1.327], [-0.346, -2.563, 0.325], [1.279, -2.863, -0.428], [0.516, 1.098, 0.318], [-1.737, -0.439, -0.630], [-0.779, 0.460, -1.939], [-1.582, 1.289, -0.558], [1.775, 4.682, 1.979], [1.808, 3.336, 1.298], [0.769, 2.821, 0.889], [3.028, 2.913, 0.972], [3.305, 1.883, -0.010], [2.744, 5.159, 2.107], [1.304, 4.580, 2.960], [1.136, 5.360, 1.415], [3.859, 3.300, 1.381], [4.093, 2.212, -0.689], [2.423, 1.605, -0.580], [3.679, 0.969, 0.458], [-0.355, 4.506, -3.986], [-0.301, 4.558, -2.218], [0.716, 5.585, -1.768], [2.386, 4.950, -1.824], [-0.033, 3.592, -1.788], [-1.297, 4.780, -1.837], [0.490, 5.784, -0.720], [0.631, 6.503, -2.341], [1.640, 1.332, 4.135], [0.369, 0.184, 3.644], [-0.837, 0.960, 3.179], [-1.665, 1.755, 4.531], [0.123, -0.517, 4.436], [0.734, -0.354, 2.766], [-1.570, 0.482, 2.533], [-0.542, 1.767, 2.499], [6.837, -0.140, -0.389], [5.979, -0.670, 1.100], [4.957, -1.726, 0.733], [5.743, -3.253, 0.238], [5.505, 0.209, 1.526], [6.748, -1.057, 1.762], [4.286, -1.385, -0.050], [4.357, -2.021, 1.591]], "forces_ev_per_angstrom": [[5.21, 0.07, 1.63], [0.26, 0.40, 0.00], [-0.42, -0.60, 0.37], [0.47, 0.36, -0.12], [-0.36, 0.20, -0.24], [-1.23, 0.14, 2.45], [3.96, 0.98, 1.03], [0.35, 0.51, 0.55], [0.27, -0.01, -0.21], [-0.47, 0.17, -0.03], [-0.21, -0.14, -0.59], [-1.46, -0.09, 1.01], [0.39, -0.35, -0.57], [-2.13, 0.40, -0.39], [-7.40, -3.25, -2.92], [0.22, -0.06, -0.23], [-0.19, -0.41, 0.33], [0.16, 0.15, 0.03], [0.84, 0.35, -0.49], [0.46, 0.38, 0.05], [0.13, 0.81, 0.74], [-1.37, -1.07, 0.59], [-0.01, 1.02, -0.37], [0.71, -0.47, -0.68], [-0.43, 0.06, -0.20], [-0.08, -0.84, -0.35], [0.32, -0.44, -0.23], [-0.17, 0.47, -0.19], [0.57, 0.31, -0.05], [0.40, -0.02, -0.03], [-0.75, 0.17, -0.36], [0.94, 0.08, -0.82], [-0.23, -0.25, 0.48], [-0.65, 0.14, 0.66], [0.73, -0.20, 0.39], [0.35, 0.24, -0.08], [1.26, 0.49, -1.00], [0.03, -0.06, 0.08], [0.07, -0.03, -0.18], [0.05, -0.16, -0.44], [-0.86, 0.03, 0.47], [0.15, 0.16, -0.08], [-0.33, -0.01, 0.91], [0.15, 1.31, -0.76], [-0.08, -0.15, 0.08], [0.48, -0.85, -0.45], [0.47, -0.72, 0.01], [0.08, -0.17, -0.04], [0.04, -0.02, 0.00], [0.00, -0.14, -0.16], [-0.28, 0.47, 0.22], [-0.14, 0.26, -0.06], [-0.04, 0.22, 0.08], [-0.28, 0.08, 0.06], [-0.10, -0.24, -0.30], [0.33, -0.10, 0.48], [-0.52, -0.25, 0.68], [-0.21, 0.20, -0.18], [0.08, -0.11, -0.36], [0.02, 0.33, -0.17], [0.22, 0.16, -0.03], [0.23, 0.01, -0.05], [0.19, -0.19, 0.26], [-0.67, -0.17, -1.16], [-0.07, 1.22, -0.97], [-0.35, 0.05, 0.25], [0.18, 0.16, 0.20], [0.29, -0.05, 0.23], [0.03, -0.96, 0.75], [0.49, 0.06, 0.45], [0.00, 0.18, 0.10], [0.06, -0.31, -0.49], [-0.01, -0.12, 0.49], [0.09, 0.00, -0.23], [-0.06, -0.04, 0.05], [-0.10, 0.00, 0.11], [0.04, -0.09, -0.07], [-0.07, 0.35, 0.07]], "gap_ev": 8.9, "relative_energy_kcal_mol": 32.0, "homo_energy_ev": -8.954}